# 1
100
Properties=species:S:1:pos:R:3:forces:R:3 method="wB97M-V/def2-TZVPD" orbital_gap_ev="6.7 / 6.6" de_lowest_kcal_mol=6.9 charge=0 lumo_ha="-0.01001 / -0.01096" largest_force_ev_per_a=1.96
W -0.795674 0.616937 0.133369 -0.5 -0.9 1.7
C 2.949248 5.799597 -3.784956 0.0 0.0 0.0
C 2.430340 5.177252 -2.517797 0.0 0.0 0.0
C 1.080358 5.245632 -2.186141 0.0 0.0 0.0
C 0.605452 4.675590 -1.015196 0.0 0.1 0.0
C 1.482054 4.025958 -0.162983 0.1 0.0 0.0
C 2.832861 3.959670 -0.468173 0.0 0.0 0.0
C 3.296990 4.530841 -1.640961 0.0 0.0 0.0
S 0.906775 3.289375 1.348915 0.0 0.0 -0.1
O 0.689225 4.366006 2.281822 -0.1 0.0 0.0
O 1.893451 2.296065 1.686832 0.0 0.0 0.0
N -0.503825 2.608349 0.966933 0.2 0.0 0.1
C -1.638557 3.244866 1.639004 0.0 -0.1 0.0
C -2.849307 2.365069 1.495837 0.1 0.1 -0.1
O -3.955984 2.673023 1.867727 0.0 0.0 0.1
O -2.584774 1.210898 0.913628 0.0 0.2 -0.4
H 2.140123 6.004549 -4.485406 0.0 0.0 0.0
H 3.670802 5.146267 -4.277050 0.0 0.0 0.0
H 3.454505 6.744407 -3.573806 0.0 0.0 0.0
H 0.390757 5.744596 -2.857775 0.0 0.0 0.0
H -0.448478 4.721195 -0.772357 0.0 0.0 0.0
H 3.502754 3.436361 0.201198 0.0 0.0 0.0
H 4.350305 4.461293 -1.888414 0.0 0.0 0.0
H -1.878122 4.241853 1.253760 0.0 0.0 0.0
H -1.455683 3.364265 2.707892 0.0 0.0 0.0
C 1.166961 -5.184868 1.107076 0.0 0.0 0.0
C 2.365188 -4.553368 0.800434 0.0 0.0 0.0
C 2.429800 -3.171013 0.753628 0.0 0.0 0.0
C 1.292655 -2.405203 0.990315 -0.1 0.0 0.0
C 0.102888 -3.041796 1.323033 0.0 0.0 -0.1
C 0.036607 -4.427492 1.377020 0.0 0.0 0.0
P 1.343373 -0.579710 0.966017 -0.2 0.2 -0.4
C 2.622089 -0.369414 2.253541 0.0 0.1 -0.1
C 3.800783 0.327376 2.011934 0.0 0.0 0.0
C 4.793147 0.375527 2.978784 0.0 0.0 0.0
C 4.613814 -0.262529 4.197363 0.0 0.0 0.0
C 3.440668 -0.960947 4.442203 0.0 0.0 0.0
C 2.454936 -1.023630 3.469978 0.0 0.0 0.0
C 1.983918 0.074586 -0.594425 0.1 0.0 0.0
C 3.166142 -0.128540 -1.292775 0.0 0.0 0.0
C 3.378508 0.584089 -2.464221 0.0 0.0 0.0
C 2.419014 1.480091 -2.919702 -0.1 0.0 0.0
C 1.228164 1.657244 -2.228380 0.0 -0.1 -0.1
C 0.986597 0.952281 -1.052072 0.1 0.1 -0.1
H 1.118119 -6.265973 1.141979 0.0 0.0 0.0
H 3.251226 -5.140829 0.596728 0.0 0.0 0.0
H 3.372198 -2.686564 0.526983 0.0 0.0 0.0
H -0.774067 -2.444793 1.541499 0.0 0.0 0.0
H -0.898002 -4.915649 1.629128 0.0 0.0 0.0
H 3.932731 0.855557 1.078488 0.0 0.0 0.0
H 5.705600 0.923942 2.781952 0.0 0.0 0.0
H 5.386508 -0.215493 4.954144 0.0 0.0 0.0
H 3.293227 -1.462876 5.390140 0.0 0.0 0.0
H 1.548148 -1.582711 3.654850 0.0 0.0 0.0
H 3.917348 -0.821686 -0.933541 0.0 0.0 0.0
H 4.295645 0.442949 -3.022393 0.0 0.0 0.0
H 2.599153 2.040504 -3.829486 0.0 0.0 0.0
H 0.496451 2.355985 -2.615416 0.0 0.0 0.0
O 0.111488 -1.373932 -3.636218 0.0 0.0 0.0
S 0.027910 -2.187067 -2.454898 0.0 -0.1 0.2
O 1.188521 -2.920006 -2.059106 0.0 0.0 0.0
N -0.608183 -1.320863 -1.189913 -0.2 0.2 -0.3
C -1.805992 -1.769576 -0.833203 0.1 -0.2 0.0
O -2.383003 -1.164781 0.090858 0.2 0.3 0.0
C -2.306853 -2.921446 -1.614921 0.0 0.0 0.0
C -3.508459 -3.599187 -1.511983 0.0 0.0 0.0
C -3.739097 -4.644183 -2.397316 0.0 0.0 0.0
C -2.787805 -4.997500 -3.350888 0.0 0.0 0.0
C -1.581415 -4.313105 -3.452868 0.0 0.0 0.0
C -1.372741 -3.275155 -2.569750 0.0 0.0 0.0
H -4.240543 -3.309838 -0.769890 0.0 0.0 0.0
H -4.670506 -5.192553 -2.349276 0.0 0.0 0.0
H -2.992806 -5.816458 -4.027721 0.0 0.0 0.0
H -0.840102 -4.582070 -4.193054 0.0 0.0 0.0
C -1.162672 -2.825691 4.482895 0.0 0.0 0.1
N -2.221634 -2.228850 3.708194 0.0 0.0 0.0
C -3.542778 -2.835249 3.634732 0.0 0.0 0.0
C -4.281959 -1.888842 2.679827 0.0 0.0 0.0
N -3.453885 -0.695657 2.742768 0.1 0.0 0.1
C -2.227953 -0.979979 3.206154 -0.2 0.0 0.0
S -0.898307 0.064077 3.159026 0.2 0.1 -0.3
H -1.527603 -3.082669 5.480815 0.0 0.0 0.0
H -0.354663 -2.105075 4.575843 0.0 0.0 0.0
H -0.787284 -3.728461 3.995697 0.0 0.0 0.0
H -4.001284 -2.870016 4.628557 0.0 0.0 0.0
H -3.477125 -3.854454 3.251663 0.0 0.0 0.0
H -5.299519 -1.680511 3.004010 0.0 0.0 0.0
H -4.303869 -2.281180 1.659326 0.0 0.0 0.0
H -3.537073 0.054257 2.062599 0.0 0.0 0.0
C -3.123422 2.663960 -3.804538 0.0 0.0 0.0
C -2.468155 1.455443 -3.942826 0.0 0.0 0.0
C -1.816173 0.906795 -2.853989 0.0 0.0 0.0
N -1.784012 1.485659 -1.642725 0.1 0.2 -0.4
C -2.385126 2.684093 -1.536570 0.0 0.0 0.0
C -3.067138 3.290182 -2.571139 0.0 0.0 0.0
H -3.650419 3.113927 -4.635441 0.0 0.0 0.0
H -2.442809 0.922471 -4.882815 0.0 0.0 0.0
H -1.271203 -0.009334 -2.974179 0.0 0.0 0.0
H -2.304129 3.189561 -0.593004 0.0 0.0 0.0
H -3.535357 4.248304 -2.395438 0.0 0.0 0.0


# 2
67
Properties=species:S:1:pos:R:3:forces:R:3 method="wB97M-V/def2-TZVPD" orbital_gap_ev=2.0 charge=-1 lumo_ha=-0.12162 largest_force_ev_per_a=4.70
C -1.122127 -2.764998 -1.112741 -0.1 -1.3 0.8
C -0.103566 -2.137068 -1.291016 1.0 0.9 -1.1
C 1.153567 -1.392782 -1.737313 0.3 -1.9 0.7
P 0.980467 0.483212 -2.161858 -4.7 -0.4 -0.3
S 1.777357 0.041465 -4.176755 -0.8 -0.2 -2.6
C -0.808507 0.370436 -2.799215 -1.9 0.7 -1.0
C -2.008295 0.632213 -1.812679 -1.7 -0.6 -1.3
C -3.363023 0.411426 -2.690435 -0.9 1.4 1.4
C -4.566483 0.643550 -1.628002 0.6 1.6 -0.2
C -3.559295 1.579824 -3.766851 1.2 -0.6 0.2
B 0.487992 0.981547 -0.335786 -0.8 1.6 2.7
O 0.050523 2.322400 -0.099225 1.4 -2.0 -0.4
O 0.582805 0.148054 0.803955 -0.3 0.1 -1.3
P 3.139797 0.749646 -1.501794 3.4 3.0 0.6
O 3.121927 2.127289 -0.550095 -1.4 -1.9 -2.8
Br 4.318720 1.320361 -3.321557 0.3 0.4 1.9
H -1.908155 -3.498504 -0.809192 1.3 1.3 -0.6
H 1.902433 -1.453764 -0.879335 -0.9 0.0 -1.0
H 1.604339 -1.928759 -2.628633 -0.6 0.4 1.1
H 0.957921 1.893495 -2.478201 0.6 0.2 -0.2
H 1.014572 0.903068 -4.968941 0.1 -0.7 1.0
H -0.887509 1.184665 -3.597152 0.3 -0.9 1.1
H -1.046563 -0.576302 -3.387626 0.8 0.9 1.1
H -2.139355 -0.131910 -0.980952 0.8 1.1 -0.8
H -2.127518 1.697058 -1.448465 0.7 -1.3 -0.2
H -3.413034 -0.621285 -3.139886 0.1 1.1 0.4
H -4.562455 -0.098584 -0.745066 -0.4 3.0 -2.1
H -4.379341 1.701378 -1.234198 -0.4 -1.2 -0.4
H -5.542738 0.694426 -2.190946 0.8 -0.4 0.7
H -3.307681 2.562299 -3.266019 -0.4 -1.0 -0.5
H -4.600583 1.623974 -4.188538 1.1 -0.1 0.4
H -2.797146 1.453608 -4.599428 -1.1 0.2 0.7
H 0.366050 2.509680 0.809091 -0.5 0.1 -0.3
H -0.282640 -0.198451 1.097292 0.6 0.2 0.1
H 2.723399 2.893826 -1.035165 0.7 -0.1 0.5
O 0.005356 -1.015701 3.737288 2.3 -1.0 0.3
V 1.667680 -1.238460 4.090884 0.4 2.3 0.4
O 3.322201 -1.463063 4.438831 -3.0 -0.2 -0.7
Li 2.543978 2.600258 -5.126269 0.8 0.8 1.0
Br -4.066155 -1.957110 -0.735805 -0.4 -3.3 1.2
Al -5.886294 -2.061813 0.843013 0.4 -0.1 -0.4
F 3.511746 4.820847 -3.698742 -0.7 -1.2 -0.6
C -3.114939 -0.211325 5.016150 0.2 0.0 -0.3
C -2.888887 -0.857254 6.373952 -0.4 0.6 -0.1
C -4.163789 -0.865768 7.204046 0.0 -0.2 0.2
O -1.871844 -0.142924 7.074414 0.3 -0.2 0.1
H -3.429352 0.831669 5.126833 -0.1 -0.1 0.1
H -2.188105 -0.202363 4.436348 -0.1 -0.1 0.1
H -3.879109 -0.747092 4.446598 0.0 0.0 0.0
H -2.532535 -1.881242 6.238385 0.2 0.1 0.1
H -4.513959 0.154277 7.390498 0.0 0.0 -0.1
H -3.983112 -1.321973 8.180473 0.0 0.0 -0.1
H -4.959085 -1.420784 6.700747 0.0 0.0 0.0
H -2.177699 0.764239 7.198804 0.0 -0.1 -0.1
O 0.855338 2.273533 5.316958 0.5 -0.7 -0.5
H 0.308279 1.674719 5.835521 -0.3 -0.2 0.2
C 6.354524 -1.531503 0.177787 0.1 -0.1 0.2
Cl 5.056741 -2.688637 0.505698 0.0 0.1 0.0
Cl 7.754259 -2.347607 -0.522209 -0.2 0.1 0.0
Cl 5.783308 -0.249053 -0.899605 0.5 -0.2 0.1
H 6.655488 -1.079258 1.118590 -0.1 0.0 -0.1
Br 3.898707 2.970955 1.504055 0.3 0.2 0.9
C 6.024089 -1.665703 -5.218318 0.0 0.3 -1.3
O 5.591959 -0.619542 -4.643347 0.0 0.0 -0.4
O 6.369761 -2.638557 -4.302895 -0.1 0.1 0.7
O 6.171925 -1.927330 -6.413770 -0.1 0.2 0.4
H 6.123661 -2.082925 -3.542184 0.3 -0.8 0.5


So what do the calculations give for DFT total energy? Going down the list: -110645.1681; -347419.9528 eV.